[1]
Entry from the OMol25 dataset: a molecular structure, C24H13FN6O5S6Ta in a non-equilibrium geometry (ωB97M-V with the def2-TZVPD basis set).

Values from the calculation:
**Frontier orbital gap**: 6.420 eV
**E_HOMO**: -4.9380 eV
**ΔE to the lowest compared entry with this formula, charge and spin**: 1.081 eV
**Max |F|**: 2.492 eV/Å
**Charge**: -1
**Total energy**: -113558.9174 eV

Last column: Löwdin charge in e.
Geometry (Å):
Ta -0.095 0.946 -0.513  1.44
O -0.325 -1.266 -1.378  -0.17
N 0.456 -2.131 -0.930  0.05
N 1.217 -1.674 -0.005  -0.19
O 1.088 -0.417 0.387  -0.36
C 2.242 -2.455 0.616  -0.18
C 2.333 -3.814 0.356  -0.02
C 3.346 -4.534 0.966  -0.08
C 4.248 -3.909 1.821  -0.09
C 4.128 -2.550 2.067  -0.07
C 3.120 -1.807 1.465  0.00
H 1.625 -4.291 -0.306  0.11
H 3.426 -5.596 0.771  0.10
H 5.035 -4.482 2.292  0.10
H 4.821 -2.053 2.734  0.11
H 3.006 -0.748 1.648  0.12
O 3.392 5.066 4.188  -0.08
C 2.808 4.362 3.405  -1.02
S 3.394 4.032 1.763  0.96
C 2.028 3.056 1.274  -1.13
C 1.058 2.866 2.163  -1.13
S -0.342 1.912 1.791  0.62
S 1.233 3.616 3.733  0.96
S 1.988 2.377 -0.317  0.66
F 3.352 -0.556 -5.664  0.03
C 2.658 -0.197 -4.552  -0.29
C 3.272 -0.275 -3.323  -0.01
C 2.552 0.107 -2.195  -0.18
C 1.232 0.559 -2.279  -0.37
C 0.660 0.614 -3.556  -0.12
C 1.360 0.236 -4.696  -0.02
H 4.297 -0.619 -3.256  0.11
H 3.047 0.054 -1.233  0.07
H -0.365 0.939 -3.692  0.09
H 0.915 0.283 -5.682  0.11
O -2.980 1.992 0.140  -0.33
S -3.118 0.594 -0.175  0.57
O -3.260 0.241 -1.564  -0.29
N -1.798 -0.188 0.435  -0.33
C -2.115 -1.008 1.484  -0.84
S -1.097 -1.962 2.321  0.73
C -3.607 -0.947 1.746  -0.22
C -4.307 -1.563 2.770  -0.03
C -5.670 -1.323 2.878  -0.06
C -6.330 -0.481 1.982  -0.07
C -5.638 0.143 0.956  -0.03
C -4.285 -0.128 0.869  -0.24
H -3.776 -2.205 3.462  0.10
H -6.231 -1.788 3.679  0.10
H -7.392 -0.304 2.094  0.10
H -6.134 0.805 0.258  0.12
N -3.607 5.819 -2.995  0.10
C -2.812 4.981 -3.004  -0.36
N -1.880 4.054 -3.114  0.13
C -1.370 3.225 -2.357  -0.26
N -0.803 2.396 -1.730  -0.05

=====

[2]
Entry from the OMol25 dataset: a molecular structure, C24H13IrN2O11 in a non-equilibrium geometry (ωB97M-V with the def2-TZVPD basis set).

Values from the calculation:
**Frontier orbital gap (alpha / beta)**: 4.173 / 4.056 eV
**2S+1**: 2
**E_HOMO (alpha / beta)**: -4.1912 / -4.1511 eV
**Max |F|**: 4.244 eV/Å
**Charge**: -1
**Total energy**: -53434.7605 eV

Last column: Löwdin charge in e.
Geometry (Å):
Ir -0.097 -0.291 -0.733  1.37
C 2.912 -2.160 -0.259  -0.06
O 2.240 -0.953 0.029  -0.16
C 2.929 0.225 -0.119  -0.20
C 4.250 0.323 -0.508  -0.01
C 4.878 1.562 -0.549  -0.07
C 4.187 2.704 -0.186  -0.09
C 2.860 2.624 0.184  -0.01
C 2.192 1.393 0.204  -0.19
N 0.852 1.275 0.510  -0.04
N 0.322 2.280 1.129  0.10
C -0.913 2.499 1.541  -0.13
C -2.046 1.644 1.451  -0.13
O -1.831 0.380 0.939  -0.07
C -3.288 2.036 1.924  0.03
C -3.483 3.274 2.489  0.02
C -2.406 4.169 2.629  -0.17
C -2.569 5.442 3.212  -0.03
C -1.506 6.292 3.365  -0.09
C -0.229 5.891 2.961  -0.07
C -0.044 4.658 2.384  -0.02
C -1.118 3.780 2.185  -0.08
H 3.168 -2.233 -1.319  0.11
H 2.222 -2.959 0.007  0.10
H 3.820 -2.255 0.345  0.10
H 4.802 -0.557 -0.798  0.11
H 5.909 1.621 -0.860  0.10
H 4.678 3.665 -0.210  0.10
H 2.299 3.509 0.437  0.10
H -4.109 1.342 1.834  0.13
H -4.462 3.559 2.843  0.12
H -3.558 5.737 3.534  0.11
H -1.646 7.270 3.807  0.10
H 0.614 6.552 3.110  0.10
H 0.942 4.335 2.086  0.09
O -3.597 1.875 -1.762  0.08
C -2.825 0.960 -1.549  -0.61
O -1.625 0.828 -1.908  -0.10
C -3.440 -0.220 -0.702  -0.37
O -4.331 -0.932 -1.059  0.17
O -3.016 -0.341 0.588  0.06
O 0.534 -6.161 -3.045  0.10
C 0.269 -5.018 -2.736  -0.28
C -0.670 -4.599 -1.626  -0.30
O -1.473 -5.317 -1.066  0.08
C -0.409 -3.163 -1.413  -0.34
C 0.463 -2.664 -2.455  -0.35
O 0.823 -1.469 -2.520  -0.09
C 0.886 -3.777 -3.327  -0.31
O 1.618 -3.729 -4.298  0.07
O -0.769 -2.446 -0.448  -0.10

=====

[3]
Entry from the OMol25 dataset: a molecular structure, C24H14BiCl3N3O (ωB97M-V with the def2-TZVPD basis set).

Values from the calculation:
**Frontier orbital gap**: 7.323 eV
**E_HOMO**: -10.6904 eV
**ΔE to the lowest compared entry with this formula, charge and spin**: 0.153 eV
**Max |F|**: 0.290 eV/Å
**Charge**: +1
**Total energy**: -75036.3295 eV

Last column: Löwdin charge in e.
Geometry (Å):
Bi 0.703 -1.452 -0.372  1.80
C -3.885 -2.355 -0.391  -0.02
C -2.602 -2.018 0.058  -0.10
N -1.657 -1.619 -0.765  -0.06
C -1.912 -1.512 -2.099  -0.17
C -3.152 -1.894 -2.643  -0.14
C -4.148 -2.311 -1.733  0.03
C -3.331 -1.846 -4.044  -0.02
C -2.297 -1.444 -4.837  -0.04
C -1.064 -1.026 -4.290  -0.01
C -0.865 -1.011 -2.932  -0.23
N 0.300 -0.576 -2.282  -0.14
C 1.062 0.511 -2.700  -0.22
C 0.750 1.400 -3.703  0.00
C 1.617 2.465 -4.027  -0.05
C 2.788 2.672 -3.359  -0.02
C 3.117 1.822 -2.280  -0.14
C 4.270 1.981 -1.482  0.03
C 4.494 1.155 -0.413  -0.02
C 3.554 0.163 -0.119  -0.11
N 2.482 -0.024 -0.864  -0.07
C 2.249 0.765 -1.949  -0.16
H -4.637 -2.662 0.322  0.12
H -2.345 -2.077 1.110  0.13
H -5.122 -2.598 -2.112  0.13
H -4.281 -2.142 -4.469  0.12
H -2.412 -1.434 -5.913  0.12
H -0.271 -0.711 -4.951  0.12
H -0.176 1.301 -4.249  0.11
H 1.332 3.126 -4.834  0.12
H 3.457 3.479 -3.626  0.12
H 4.967 2.774 -1.722  0.13
H 5.366 1.267 0.215  0.12
H 3.665 -0.471 0.752  0.10
Cl -0.821 1.662 6.360  0.70
C -0.554 1.200 4.717  -0.67
C 0.352 0.196 4.429  -0.13
C 0.555 -0.155 3.107  -0.57
Cl 1.690 -1.432 2.748  0.67
C -0.114 0.462 2.048  -0.46
O 0.083 0.175 0.763  -0.39
C -1.034 1.462 2.389  -0.59
Cl -1.912 2.235 1.120  0.73
C -1.252 1.835 3.702  -0.12
H 0.889 -0.306 5.220  0.11
H -1.964 2.615 3.929  0.11

=====

[4]
Entry from the OMol25 dataset: a molecular structure, C24H14Br2Cl3F5N4ORh (ωB97M-V with the def2-TZVPD basis set).

Values from the calculation:
**Frontier orbital gap (alpha / beta)**: 6.715 / 6.623 eV
**2S+1**: 5
**E_HOMO (alpha / beta)**: -9.9581 / -11.8091 eV
**ΔE to the lowest compared entry with this formula, charge and spin**: 0.000 eV
**Max |F|**: 0.534 eV/Å
**Charge**: +1
**Total energy**: -227363.7770 eV

Last column: Löwdin charge in e.
Geometry (Å):
Rh -0.138 -0.152 -0.010  1.04
C -0.776 3.007 1.451  -0.02
C 0.467 3.098 0.618  -0.28
C 1.155 4.321 0.503  0.02
C 2.305 4.393 -0.227  0.00
C 2.786 3.240 -0.872  -0.18
C 4.005 3.185 -1.631  -0.59
Br 5.066 4.711 -1.803  0.89
C 4.439 2.025 -2.243  -0.16
C 3.682 0.874 -2.162  -0.59
Br 4.255 -0.688 -2.981  0.91
C 2.421 0.843 -1.449  -0.38
O 1.705 -0.162 -1.419  -0.04
C 2.022 2.078 -0.749  -0.13
N 0.898 2.010 -0.006  0.10
H -0.651 3.556 2.383  0.09
H -1.029 1.972 1.667  0.05
H -1.617 3.463 0.919  0.08
H 0.762 5.198 1.003  0.13
H 2.848 5.325 -0.313  0.09
H 5.370 2.017 -2.792  0.11
C 3.078 -0.363 3.207  -0.03
C 2.345 -0.729 4.323  -0.03
C 0.997 -1.013 4.180  0.00
C 0.419 -0.919 2.925  -0.20
N 1.126 -0.547 1.849  0.04
C 2.425 -0.285 1.991  -0.10
C -1.026 -1.217 2.695  -0.21
C -1.724 -2.098 3.499  0.01
C -3.057 -2.357 3.219  -0.02
C -3.648 -1.728 2.140  -0.02
C -2.879 -0.869 1.378  -0.12
N -1.596 -0.609 1.645  0.01
H 4.136 -0.143 3.272  0.12
H 2.817 -0.792 5.295  0.12
H 0.395 -1.288 5.037  0.12
H 2.964 -0.023 1.090  0.11
H -1.222 -2.603 4.315  0.12
H -3.619 -3.052 3.829  0.12
H -4.682 -1.909 1.876  0.12
H -3.294 -0.376 0.507  0.08
F -0.459 -1.502 -2.747  0.05
C -0.886 -1.659 -1.469  -0.43
F -2.269 -1.685 -1.523  0.00
C -0.465 -3.072 -1.015  -0.60
F 0.786 -3.055 -0.524  0.12
F -0.498 -3.985 -1.987  0.17
F -1.277 -3.483 -0.022  0.13
Cl -4.679 1.393 -2.978  0.68
C -3.804 2.284 -1.753  -1.63
Cl -3.548 3.956 -2.250  0.65
Cl -4.673 2.232 -0.218  0.64
C -2.483 1.657 -1.565  -0.33
N -1.466 1.152 -1.433  0.19